(1)
A molecular structure, C32H39ClN5O2PdS4, computed with ωB97M-V/def2-TZVPD.

Output
DFT total energy in Ha: -3847.7501
Relative energy (zero: lowest compared OMol25 entry of this formula, charge and spin) in kJ/mol: 0.00
Kohn-Sham gap in eV: 5.7049

The geometry in ORCA input format:
```
! RIJCOSX wB97M-V def2-TZVPD def2/J DEFGRID3
* xyz 1 1
Pd -0.42172 -0.25201 0.17659
C 3.10541 -0.81194 3.05381
C 2.02060 -0.88327 2.03101
S 0.93640 0.33866 1.91456
C 1.93000 -2.04805 1.18153
C 2.94696 -3.14876 1.28577
S 0.76833 -2.13027 0.04381
H 3.02433 0.09132 3.65257
H 4.07837 -0.82503 2.55697
H 3.06490 -1.68348 3.70978
H 2.94822 -3.58375 2.28650
H 3.95141 -2.77112 1.08452
H 2.73106 -3.93773 0.56799
N -4.63781 0.18798 0.93455
C -5.12195 -1.14690 0.90824
C -6.14209 -1.49818 0.04148
C -6.60745 -2.80594 0.01106
C -6.02995 -3.76744 0.82380
C -4.98567 -3.41813 1.67018
C -4.54656 -2.10554 1.73205
S -3.26862 -1.64025 2.86143
N -2.62473 -0.26717 2.11042
C -3.33166 0.42905 1.31862
C -2.71286 1.67026 0.77162
C -3.40281 2.87167 0.77407
C -2.77116 4.01056 0.29932
C -1.47013 3.91580 -0.16272
C -0.84237 2.68269 -0.13964
N -1.45814 1.58516 0.31101
H -4.94917 0.74093 0.14996
H -6.58224 -0.74546 -0.60263
H -7.41906 -3.06841 -0.65362
H -6.38579 -4.78817 0.80108
H -4.51805 -4.16598 2.29855
H -4.40727 2.91181 1.17292
H -3.28738 4.96118 0.30387
H -0.93786 4.77994 -0.53318
H 0.17296 2.53592 -0.48991
C 0.10900 -5.26565 -2.73452
C 0.26855 -5.21563 -4.25083
C -0.49499 -4.06947 -4.91131
C -0.06102 -2.68180 -4.43204
N -0.87732 -2.24900 -3.29380
C -1.24262 -1.05603 -2.86136
S -2.09698 -1.02592 -1.32229
N -1.08588 0.10521 -3.48002
C -0.39057 0.46551 -4.72022
C -1.26697 0.33563 -5.95959
C -2.49729 1.23558 -5.92550
C -3.31847 1.13587 -7.20440
H 0.62936 -6.12493 -2.31266
H -0.94346 -5.35030 -2.44915
H 0.52767 -4.37627 -2.25393
H -0.07224 -6.15701 -4.68542
H 1.32946 -5.12733 -4.50159
H -1.56829 -4.18360 -4.73125
H -0.35996 -4.12116 -5.99269
H -0.14825 -1.96228 -5.23465
H 0.98214 -2.69189 -4.10644
H -1.09007 -2.97616 -2.62610
H -1.47008 0.86818 -2.94654
H 0.53240 -0.10394 -4.79002
H -0.09086 1.50749 -4.59621
H -1.58631 -0.70309 -6.09069
H -0.65227 0.58648 -6.82894
H -2.17909 2.27166 -5.77007
H -3.12232 0.96648 -5.06879
H -2.73102 1.44184 -8.07150
H -4.20229 1.77133 -7.15959
H -3.65355 0.11099 -7.37445
Cl 5.87175 1.12790 -6.32108
C 4.75515 0.75710 -5.04959
C 4.50789 -0.56932 -4.72726
C 3.60606 -0.85821 -3.71679
C 2.95999 0.16430 -3.02854
C 3.23729 1.48664 -3.35397
C 4.13011 1.79062 -4.36872
C 1.95619 -0.14049 -1.94611
O 1.55005 -1.35432 -1.89949
O 1.56208 0.77990 -1.21941
H 5.02093 -1.35683 -5.26156
H 3.40269 -1.88546 -3.44566
H 2.74732 2.27512 -2.79891
H 4.34846 2.81642 -4.63088
*
```

Löwdin atomic charge list, values in e, 2 entries:
1. Pd 0.385
2. C -0.094

=====

(2)
A molecular structure, C3H10N2O2, computed with ωB97M-V/def2-TZVPD.

Output
DFT total energy in Ha: -380.1965
Relative energy (zero: lowest compared OMol25 entry of this formula, charge and spin) in kJ/mol: 367.87
Kohn-Sham gap in eV: 9.9324

The geometry in ORCA input format:
```
! RIJCOSX wB97M-V def2-TZVPD def2/J DEFGRID3
* xyz 0 1
C -1.62505 -1.00405 0.26103
C -0.05953 1.10213 0.76288
C -0.24168 -0.31930 0.09018
N 1.72018 -0.07032 -1.23052
N 0.32533 -0.36709 -1.17631
O -0.78828 2.14872 0.09234
O 0.92168 -0.91930 1.30029
H -2.38948 -0.30314 -0.22940
H -1.68314 -1.86704 -0.33650
H -1.87975 -1.05734 1.35911
H 1.01824 1.28926 0.69221
H -0.36480 0.92065 1.83918
H 1.87683 0.72526 -1.92650
H 2.16912 0.13518 -0.33623
H 0.30280 -1.35229 -1.54351
H -0.28363 2.73200 -0.49598
H 0.98117 -1.79336 0.87772
*
```

natural (NBO) atomic charge list, values in e, 2 entries:
1. C -0.661
2. C -0.096

=====

The lowest relative energy (zero: lowest compared OMol25 entry of this formula, charge and spin) belongs to which entry?
C32H39ClN5O2PdS4

=====

Which value of Kohn-Sham gap does entry 1 give?
5.7049 eV